A.
# CH2F2N2O

CH2F2N2O as an isolated structure (ωB97M-V/def2-TZVPD, the Open Molecules 2025 dataset).

XYZ file:
```
8
Properties=species:S:1:pos:R:3:nbo_charge:R:1
C -0.943 0.304 -0.260 0.950
N 0.191 -0.343 -0.746 -0.018
N 1.104 -0.642 0.040 -0.438
O -0.450 1.367 -0.644 -0.506
F -2.125 -0.205 -0.430 -0.280
F -0.768 0.339 1.307 -0.505
H 0.997 -0.468 1.063 0.407
H 1.994 -0.351 -0.331 0.390
```

Output
net charge = 0
LUMO (alpha / beta) = -0.6177 / -0.6178 eV

---

B.
# CH2F2N2O

A 2-piece molecular cluster, CH2F2N2O overall (ωB97M-V/def2-TZVPD, the Open Molecules 2025 dataset).

XYZ file:
```
8
Properties=species:S:1:pos:R:3:nbo_charge:R:1
C 0.021 -1.605 0.045 0.887
N -0.039 -0.332 0.098 -0.820
N 3.011 -0.283 0.592 0.019
O 0.237 -2.727 0.090 -0.355
F 3.211 -0.313 -0.775 -0.313
F 2.090 0.790 0.605 -0.351
H 0.447 0.270 0.926 0.484
H -0.061 0.109 -0.805 0.449
```

Output
net charge = 0
LUMO (alpha / beta) = -1.2913 / -0.4603 eV

---

What should be chosen as the most stable of them? Choose A.

---

A.
# CHFI2

The molecule CHFI2 (ωB97M-V/def2-TZVPD, the Open Molecules 2025 dataset).

XYZ file:
```
5
Properties=species:S:1:pos:R:3:nbo_charge:R:1
C 0.695 -0.434 0.296 0.006
F 0.249 -1.303 1.216 -0.313
I -2.246 2.046 -0.316 -0.282
I -0.415 -0.122 -1.359 0.412
H 1.717 -0.186 0.163 0.178
```

Output
net charge = 0
LUMO (alpha / beta) = -2.0385 / -0.8302 eV

---

B.
# CHFI2

CHFI2 as an isolated structure (ωB97M-V/def2-TZVPD, the Open Molecules 2025 dataset).

XYZ file:
```
5
Properties=species:S:1:pos:R:3:nbo_charge:R:1
C -0.168 -0.229 0.051 -0.070
F -0.536 -0.451 -1.197 -0.360
I -1.367 1.077 1.123 0.213
I 0.475 -2.024 0.850 0.203
H 1.596 1.627 -0.827 0.013
```

Output
net charge = 0
LUMO (alpha / beta) = -0.5431 / -1.0209 eV

---

What should be chosen as the most stable of them? Choose A.

---

A.
# H19O9

A 9-piece molecular cluster, H19O9 overall (ωB97M-V/def2-TZVPD, the Open Molecules 2025 dataset).

XYZ file:
```
28
Properties=species:S:1:pos:R:3:nbo_charge:R:1
O 3.322 0.805 0.463 -0.975
H 2.845 1.443 -0.102 0.514
H 3.938 0.476 -0.214 0.493
O 1.719 -0.461 1.902 -0.828
H -0.991 -0.483 3.632 0.504
O 0.344 1.680 1.501 -0.961
H 1.154 0.389 1.844 0.557
H -0.373 1.363 2.070 0.525
O 0.846 -2.769 -3.218 -0.961
H 0.610 -2.408 -2.366 0.477
H 0.174 -2.818 -3.896 0.488
O -3.724 -1.353 0.516 -0.961
H -4.515 -1.273 1.105 0.481
H -3.758 -2.291 0.282 0.484
O -0.099 -0.249 3.342 -0.992
H 0.702 2.566 1.579 0.525
H 0.384 -0.247 4.192 0.504
O 1.924 2.487 -1.568 -0.990
H 2.288 3.251 -2.014 0.505
H 1.478 1.831 -2.099 0.498
O -1.763 -1.176 -2.194 -0.975
H -1.611 -0.187 -2.091 0.482
H -1.045 -1.328 -2.819 0.452
O -2.113 0.954 -0.929 -0.971
H -2.478 0.131 -0.592 0.514
H -2.733 1.449 -1.474 0.491
H 2.316 -0.530 1.073 0.567
H 1.158 -1.253 2.075 0.555
```

Output
net charge = +1
LUMO = -3.1767 eV

---

B.
# H19O9

A 9-piece molecular cluster, H19O9 overall (ωB97M-V/def2-TZVPD, the Open Molecules 2025 dataset).

XYZ file:
```
28
Properties=species:S:1:pos:R:3:nbo_charge:R:1
O -0.668 3.075 1.651 -0.964
H -1.490 3.495 1.395 0.482
H -0.276 3.632 2.328 0.487
O 0.713 1.821 -0.980 -0.964
H 1.187 0.295 -0.495 0.527
O 0.232 -0.036 3.033 -0.943
H 0.504 -0.192 3.949 0.473
H 1.068 0.344 2.683 0.476
O -1.349 2.594 -2.938 -0.963
H -0.787 3.225 -3.388 0.486
H -1.960 3.070 -2.365 0.486
O 1.622 -0.599 -0.600 -0.948
H 1.034 -1.875 -0.233 0.540
H 1.640 -0.810 -1.529 0.501
O -0.680 -0.334 -2.555 -0.994
H -0.887 0.618 -2.637 0.512
H -0.699 -0.584 -3.490 0.478
O 0.676 -3.052 2.564 -0.983
H 0.851 -3.706 3.244 0.501
H 0.254 -2.301 3.009 0.514
O -1.281 -1.656 -0.409 -0.981
H -1.552 -1.763 -1.326 0.501
H -1.692 -0.784 -0.270 0.493
O 0.839 -2.917 -0.093 -0.825
H 1.054 -3.145 0.861 0.547
H -0.114 -2.985 0.160 0.553
H 0.429 2.181 -0.141 0.511
H 1.334 2.389 -1.430 0.498
```

Output
net charge = +1
LUMO = -2.6437 eV

---

C.
# H19O9

A 9-piece molecular cluster, H19O9 overall (ωB97M-V/def2-TZVPD, the Open Molecules 2025 dataset).

XYZ file:
```
28
Properties=species:S:1:pos:R:3:nbo_charge:R:1
O -0.337 0.464 -1.974 -0.980
H 0.448 1.987 -0.691 0.506
H -1.657 -2.791 3.348 0.490
O -2.408 1.556 -3.352 -0.973
H 2.312 -2.131 0.966 0.569
O -3.647 -1.106 -0.163 -0.947
H 2.858 1.076 0.158 0.538
H -4.344 -0.491 -0.516 0.488
O 2.414 0.761 1.053 -0.920
H -3.449 -0.803 0.715 0.459
H 1.489 1.072 0.893 0.534
O 2.460 -1.524 1.758 -0.827
H -0.230 -2.935 0.465 0.496
H 1.832 -1.657 2.491 0.552
O 0.538 -3.237 0.939 -0.994
H 2.305 -0.510 1.355 0.512
H -2.238 1.227 -4.248 0.503
O 2.431 2.732 -0.963 -0.986
H -0.916 0.112 -1.309 0.479
H 2.241 3.590 -0.604 0.504
O 0.047 2.023 0.203 -0.985
H 0.357 -3.979 1.553 0.507
H 3.306 2.635 -1.353 0.499
O -1.041 -2.291 2.807 -0.963
H -0.456 2.827 -0.110 0.486
H -1.893 2.319 -2.995 0.493
H -0.876 0.724 -2.699 0.486
H -1.544 -1.649 2.271 0.474
```

Output
net charge = +1
LUMO = -3.0125 eV

---

D.
# H19O9

A 9-piece molecular cluster, H19O9 overall (ωB97M-V/def2-TZVPD, the Open Molecules 2025 dataset).

XYZ file:
```
28
Properties=species:S:1:pos:R:3:nbo_charge:R:1
O -1.624 0.658 1.148 -0.890
H -2.528 0.200 1.090 0.561
H 2.995 -0.186 -0.444 0.483
O 0.508 -0.272 3.254 -0.953
H 0.321 -0.712 4.067 0.486
O 0.617 -0.292 0.329 -0.949
H 2.662 2.399 0.298 0.510
H 1.215 -0.273 1.074 0.508
O 2.360 1.745 -0.310 -0.996
H 0.755 -0.979 -0.300 0.540
H 1.400 0.047 3.356 0.470
O 0.003 -2.903 -1.010 -0.957
H 0.445 1.638 -2.462 0.473
H -0.270 -3.714 -0.593 0.476
O 0.186 1.580 -3.377 -0.956
H 0.926 1.760 -3.933 0.484
H 0.688 -3.333 -1.643 0.487
O -1.660 1.797 -1.180 -0.991
H -1.875 1.395 0.410 0.549
H -1.588 2.636 -1.674 0.524
O -3.584 -1.100 1.330 -0.959
H 2.613 1.646 -1.207 0.497
H -1.708 0.992 -1.763 0.521
O 3.010 -1.124 -0.329 -0.964
H -3.408 -2.018 1.154 0.501
H -4.125 -1.081 2.149 0.504
H -0.643 0.323 0.885 0.565
H 3.389 -1.354 0.513 0.476
```

Output
net charge = +1
LUMO = -2.7327 eV

---

What should be chosen as the most stable of them? Choose B.